{"formula": "C23H51F4N7O5P3", "method": "wB97M-V/def2-TZVPD", "elements": ["C", "C", "O", "C", "C", "O", "C", "N", "P", "C", "C", "C", "O", "C", "C", "F", "F", "C", "F", "F", "H", "H", "H", "H", "H", "H", "H", "H", "H", "H", "H", "H", "H", "H", "H", "O", "P", "N", "C", "C", "N", "C", "C", "N", "C", "C", "H", "H", "H", "H", "H", "H", "H", "H", "H", "H", "H", "H", "H", "H", "H", "H", "H", "H", "O", "P", "N", "C", "C", "N", "C", "C", "N", "C", "C", "H", "H", "H", "H", "H", "H", "H", "H", "H", "H", "H", "H", "H", "H", "H", "H", "H", "H"], "positions_angstrom": [[-1.94, 7.46, 6.30], [-1.06, 8.76, 6.28], [0.37, 8.57, 6.03], [0.68, 7.35, 5.54], [0.46, 7.00, 4.11], [-0.11, 7.94, 3.27], [0.84, 5.69, 3.60], [1.41, 4.74, 4.41], [1.89, 3.11, 3.77], [0.84, 1.85, 4.73], [1.32, 2.93, 2.01], [1.64, 5.00, 5.75], [2.24, 3.98, 6.44], [1.30, 6.29, 6.36], [1.64, 6.48, 7.87], [1.68, 7.79, 8.27], [2.89, 5.95, 8.19], [0.61, 5.75, 8.84], [1.12, 5.85, 10.12], [0.48, 4.41, 8.53], [-2.94, 7.77, 6.71], [-2.16, 7.10, 5.26], [-1.56, 6.66, 6.97], [-1.15, 9.24, 7.30], [-1.45, 9.53, 5.56], [-0.66, 7.40, 2.66], [0.68, 5.50, 2.52], [0.33, 1.16, 4.01], [0.05, 2.46, 5.25], [1.42, 1.34, 5.52], [0.32, 3.45, 1.89], [2.01, 3.38, 1.25], [1.14, 1.84, 1.76], [3.20, 4.01, 6.25], [-0.38, 6.28, 8.85], [-0.36, -0.11, 0.65], [-1.53, -0.47, -0.28], [-2.45, -1.23, 0.97], [-3.27, -2.42, 0.87], [-3.14, -0.25, 1.81], [-0.55, -1.63, -1.18], [-0.59, -3.07, -0.92], [0.89, -1.30, -1.19], [-2.87, -0.69, -1.44], [-3.07, -1.79, -2.37], [-2.96, 0.56, -2.22], [-4.21, -2.24, 0.33], [-3.53, -2.78, 1.87], [-2.75, -3.25, 0.40], [-3.97, 0.22, 1.28], [-2.45, 0.54, 2.13], [-3.53, -0.71, 2.72], [-0.42, -3.31, 0.14], [0.17, -3.59, -1.51], [-1.52, -3.54, -1.24], [1.39, -1.59, -0.26], [1.05, -0.24, -1.37], [1.39, -1.83, -2.02], [-2.24, -1.91, -3.08], [-3.97, -1.61, -2.96], [-3.27, -2.73, -1.87], [-2.08, 0.69, -2.87], [-3.01, 1.42, -1.55], [-3.86, 0.59, -2.84], [0.58, -3.81, -4.42], [1.36, -4.95, -5.08], [2.14, -3.92, -6.21], [2.42, -4.18, -7.61], [3.28, -3.22, -5.63], [-0.14, -5.64, -5.73], [-0.58, -5.40, -7.10], [-1.33, -5.37, -4.90], [2.28, -6.35, -5.70], [1.88, -7.30, -6.72], [2.70, -7.14, -4.52], [3.25, -4.89, -7.75], [2.70, -3.25, -8.12], [1.55, -4.54, -8.15], [4.12, -3.90, -5.45], [3.01, -2.76, -4.67], [3.63, -2.40, -6.27], [-0.63, -4.33, -7.34], [-1.58, -5.82, -7.27], [0.03, -5.90, -7.85], [-1.71, -4.35, -5.06], [-1.11, -5.50, -3.84], [-2.13, -6.07, -5.15], [0.95, -7.83, -6.48], [2.66, -8.05, -6.85], [1.80, -6.84, -7.71], [1.83, -7.61, -4.03], [3.19, -6.50, -3.79], [3.41, -7.93, -4.78]], "mulliken_charge": [-0.79, -0.44, -0.47, 0.75, 0.18, -0.49, -0.31, 0.27, 0.11, -0.79, -0.80, -0.14, -0.45, -0.10, 0.83, -0.27, -0.30, 0.15, -0.27, -0.25, 0.39, 0.25, 0.15, 0.37, 0.32, 0.33, 0.48, 0.31, 0.25, 0.30, 0.24, 0.41, 0.17, 0.39, 0.23, -0.74, 0.89, 0.14, -0.93, -1.08, 0.29, -1.02, -0.97, -0.01, -1.13, -1.16, 0.35, 0.39, 0.23, 0.35, 0.20, 0.37, 0.29, 0.30, 0.22, 0.36, 0.35, 0.11, 0.45, 0.43, 0.22, 0.39, 0.36, 0.36, -0.72, 0.84, 0.22, -0.94, -1.01, 0.13, -1.12, -1.12, -0.03, -0.99, -1.21, 0.35, 0.37, 0.21, 0.33, 0.15, 0.37, 0.31, 0.40, 0.27, 0.36, 0.30, 0.39, 0.33, 0.41, 0.24, 0.40, 0.37, 0.37], "orbital_gap_ev": 5.2, "total_charge": 1, "total_energy_ha": -3089.44065, "homo_ev": -9.4}

---

{"formula": "C8H16O2P", "method": "wB97M-V/def2-TZVPD", "elements": ["C", "C", "C", "C", "C", "C", "C", "C", "O", "O", "P", "H", "H", "H", "H", "H", "H", "H", "H", "H", "H", "H", "H", "H", "H", "H", "H"], "positions_angstrom": [[1.40, -0.81, 0.78], [-1.99, -0.14, 0.45], [-1.31, -0.52, -0.80], [-1.53, -0.80, 1.73], [0.13, 0.01, -0.96], [0.95, -0.71, -2.06], [1.67, 1.95, -0.81], [0.26, 1.48, -0.96], [0.30, 1.09, 2.32], [0.69, -1.13, 3.33], [0.23, -0.28, 1.90], [1.21, -1.75, 0.29], [-1.81, 1.01, 0.62], [-3.24, -0.27, 0.47], [-1.26, -1.64, -0.78], [-1.98, -0.42, -1.78], [-2.11, -0.48, 2.61], [-1.55, -1.85, 1.74], [1.93, -0.11, -1.90], [0.64, -0.84, -3.06], [1.16, -1.76, -1.70], [2.21, 1.78, -1.79], [1.99, 1.50, 0.13], [1.71, 2.95, -0.62], [-0.20, 1.83, -1.97], [-0.22, 1.93, -0.16], [0.71, -2.02, 2.99]], "nbo_charge": [-0.96, -0.39, -0.48, -0.79, 0.07, -0.68, -0.62, -0.47, -1.17, -1.00, 2.06, 0.15, 0.22, 0.17, 0.19, 0.18, 0.23, 0.20, 0.23, 0.18, 0.20, 0.18, 0.27, 0.19, 0.15, 0.22, 0.45], "relative_energy_kj_mol": 315.7, "orbital_gap_ev": 7.2, "total_charge": -1, "total_energy_ha": -806.17850, "homo_ev": -3.6}

---

{"formula": "C18H21N3O6S", "method": "wB97M-V/def2-TZVPD", "elements": ["C", "C", "C", "C", "C", "O", "C", "O", "N", "C", "C", "C", "C", "S", "O", "O", "N", "C", "C", "C", "C", "C", "N", "O", "O", "C", "C", "C", "H", "H", "H", "H", "H", "H", "H", "H", "H", "H", "H", "H", "H", "H", "H", "H", "H", "H", "H", "H", "H"], "positions_angstrom": [[2.89, -4.51, -0.27], [1.81, -5.47, 0.20], [0.41, -5.09, -0.29], [-0.04, -3.68, 0.10], [-0.10, -3.48, 1.61], [-0.71, -2.23, 1.94], [0.07, -1.15, 1.79], [1.24, -1.16, 1.52], [-0.69, -0.02, 2.00], [-0.36, 1.29, 1.72], [0.96, 1.68, 1.46], [1.22, 2.97, 1.04], [0.19, 3.88, 0.91], [0.46, 5.32, -0.10], [-0.69, 6.16, -0.08], [1.75, 5.88, 0.07], [0.51, 4.52, -1.63], [-0.46, 3.54, -1.77], [-1.80, 3.91, -1.77], [-2.80, 2.95, -1.79], [-2.48, 1.61, -1.78], [-1.14, 1.24, -1.79], [-0.79, -0.15, -1.71], [-1.65, -0.92, -1.31], [0.33, -0.48, -2.01], [-0.13, 2.18, -1.82], [-1.11, 3.53, 1.25], [-1.38, 2.24, 1.67], [2.77, -3.53, 0.17], [2.86, -4.41, -1.35], [3.88, -4.89, 0.01], [1.81, -5.52, 1.30], [2.03, -6.47, -0.16], [0.40, -5.15, -1.38], [-0.31, -5.81, 0.09], [-1.03, -3.49, -0.31], [0.64, -2.94, -0.32], [-0.74, -4.23, 2.09], [0.90, -3.51, 2.05], [-1.67, -0.21, 2.18], [1.75, 0.95, 1.54], [2.23, 3.28, 0.79], [1.46, 4.21, -1.80], [-2.04, 4.96, -1.73], [-3.84, 3.26, -1.80], [-3.24, 0.84, -1.75], [0.90, 1.86, -1.83], [-1.88, 4.27, 1.16], [-2.39, 1.95, 1.91]], "nbo_charge": [-0.61, -0.39, -0.39, -0.44, -0.07, -0.51, 0.90, -0.63, -0.64, 0.27, -0.27, -0.18, -0.38, 2.31, -0.92, -0.92, -0.85, 0.22, -0.22, -0.20, -0.22, 0.09, 0.52, -0.39, -0.37, -0.26, -0.17, -0.27, 0.21, 0.20, 0.21, 0.19, 0.20, 0.21, 0.20, 0.22, 0.22, 0.19, 0.20, 0.41, 0.26, 0.24, 0.40, 0.25, 0.23, 0.25, 0.25, 0.25, 0.22], "relative_energy_kj_mol": 184.4, "orbital_gap_ev": 8.4, "total_charge": 0, "smiles": "CCCCCOC(=O)Nc1ccc(S(=O)(=O)Nc2cccc([N+](=O)[O-])c2)cc1", "total_energy_ha": -1712.34768, "homo_ev": -9.1}

---

{"formula": "C3H7NO", "method": "wB97M-V/def2-TZVPD", "elements": ["C", "C", "O", "H", "H", "H", "H", "C", "N", "H", "H", "H"], "positions_angstrom": [[1.72, 0.17, 0.20], [0.72, -0.24, -0.86], [0.39, -1.39, -1.06], [2.69, 0.25, -0.29], [1.77, -0.59, 0.97], [1.49, 1.14, 0.65], [0.41, 0.56, -1.57], [-2.03, -0.30, 0.22], [-1.05, 0.48, 0.43], [-3.00, -0.19, 0.69], [-1.87, -1.12, -0.49], [-1.23, 1.22, 1.10]], "nbo_charge": [-0.71, 0.46, -0.61, 0.22, 0.23, 0.22, 0.11, -0.01, -0.61, 0.16, 0.20, 0.35], "relative_energy_kj_mol": 199.2, "orbital_gap_ev": 10.2, "total_charge": 0, "smiles": "CC=O.C=N", "total_energy_ha": -248.45062, "homo_ev": -9.2}